Entry 1:
# C6H17BO4PS

A cluster of 2 separate species, C6H17BO4PS in total (ωB97M-V with the def2-TZVPD basis set, the OMol25 dataset).

- 2S+1 = 1
- total charge = -1
- orbital gap (eV) = 6.5
- HOMO (eV) = -4.12

Positions of all 30 atoms, in Å:
1 C -1.08500 -1.36380 0.54613
2 C -0.44632 0.02641 0.60667
3 P 1.29495 -0.04173 1.27209
4 C 1.06771 1.01214 2.78981
5 C 2.27393 1.13450 0.17815
6 O 3.60239 0.72232 0.11568
7 B 4.10988 0.89602 -1.26523
8 S 4.64196 -0.84488 -2.02366
9 O 2.94394 1.46526 -2.00483
10 C 1.80222 1.26832 -1.27495
11 O 0.90433 2.37236 -1.34587
12 H -0.58114 -1.98400 -0.19604
13 H -1.00619 -1.86779 1.51200
14 H -2.14177 -1.29483 0.27965
15 H -1.04851 0.67851 1.24221
16 H -0.46506 0.48226 -0.38314
17 H 1.36352 2.04541 2.60370
18 H 1.67246 0.62115 3.60796
19 H 0.02479 1.01103 3.10606
20 H 2.19986 2.13356 0.63550
21 H 5.08239 1.62942 -1.34797
22 H 4.03633 -1.64470 -1.13793
23 H 1.26820 0.37164 -1.63736
24 H 0.48734 2.34079 -2.21846
25 C -5.42610 -2.17421 -0.76904
26 O -4.56982 -1.14707 -0.30079
27 H -4.78820 -2.92208 -1.23524
28 H -5.98090 -2.65158 0.04429
29 H -6.13644 -1.81035 -1.51754
30 H -5.10075 -0.46410 0.11816

Cartesian forces, eV/Å:
-0.022 0.157 0.029
-0.117 0.051 -0.115
-0.003 -0.095 -0.106
0.153 -0.031 0.029
-0.178 0.036 0.188
0.135 -0.122 -0.004
-0.349 0.422 0.129
0.221 -0.253 -0.128
0.180 0.118 -0.042
0.079 -0.154 0.084
-0.218 -0.065 -0.281
0.039 -0.056 0.032
0.000 -0.056 -0.014
0.030 -0.050 -0.017
-0.003 0.041 0.027
0.063 0.007 0.022
-0.010 0.032 -0.011
0.025 0.054 0.014
-0.024 -0.087 0.034
-0.041 0.067 -0.098
-0.051 -0.099 -0.098
-0.097 0.032 0.053
0.009 -0.025 0.059
0.223 0.064 0.221
0.034 -0.002 -0.001
-0.100 0.030 0.003
-0.015 -0.012 -0.003
0.004 0.000 0.005
0.004 0.005 -0.004
0.026 -0.011 -0.009

Entry 2:
# C41H37N7O2STi

A structure of composition C41H37N7O2STi in a non-equilibrium geometry (ωB97M-V with the def2-TZVPD basis set, the OMol25 dataset).

- 2S+1 = 1
- total charge = 0
- orbital gap (alpha / beta) (eV) = 6.1 / 6.0
- HOMO (alpha / beta) (eV) = -7.60 / -7.55
- energy relative to the best compared isomer or geometry (same formula, charge and spin) (kcal per mole) = 14.4

Positions of all 89 atoms, in Å:
1 Ti 0.43923 -0.49156 1.09748
2 C 2.31008 2.16650 1.46845
3 C 1.43734 2.62880 2.60825
4 C 1.58288 3.94814 3.02544
5 C 0.71465 4.51095 3.94374
6 C -0.34555 3.75472 4.41529
7 C -0.51336 2.42905 4.03467
8 C -1.72995 1.67997 4.52030
9 C 0.42520 1.84654 3.17512
10 N 0.30193 0.43619 2.87517
11 C 0.30551 -0.37710 4.00981
12 O 0.47171 -0.04931 5.15799
13 C -0.02991 -1.79883 3.66394
14 C -0.37262 -2.77387 4.57520
15 C -0.82395 -3.98840 4.08442
16 C -0.97644 -4.17651 2.71136
17 C -0.62509 -3.14817 1.87799
18 N -0.15325 -2.00195 2.36346
19 C -0.99163 -3.03995 0.42346
20 O -1.48757 -3.97326 -0.17117
21 N -0.78730 -1.75200 -0.02834
22 C -1.69817 -1.34422 -1.08664
23 C -1.40365 -1.46422 -2.44579
24 C -0.21635 -2.22817 -2.96132
25 C -2.27417 -0.88779 -3.37438
26 C -3.42953 -0.24420 -2.97341
27 C -3.75811 -0.22195 -1.62449
28 C -2.91563 -0.78476 -0.67452
29 C -3.34325 -0.83164 0.76644
30 H 2.12728 2.80190 0.60044
31 H 3.37293 2.19723 1.71302
32 H 2.06922 1.16175 1.13716
33 H 2.37301 4.54857 2.58557
34 H 0.84354 5.53800 4.26375
35 H -1.07046 4.19667 5.09086
36 H -2.56990 2.36820 4.61688
37 H -2.01947 0.89357 3.82159
38 H -1.55319 1.21281 5.49107
39 H -0.28968 -2.55648 5.63083
40 H -1.10883 -4.77597 4.77087
41 H -1.38873 -5.07988 2.28522
42 H 0.64962 -1.58597 -3.12960
43 H 0.06787 -3.02017 -2.27582
44 H -0.47006 -2.69271 -3.91542
45 H -2.04258 -0.97521 -4.43208
46 H -4.08771 0.20892 -3.70722
47 H -4.68938 0.23013 -1.30017
48 H -4.27582 -0.28490 0.90456
49 H -3.50919 -1.86572 1.08266
50 H -2.60175 -0.39680 1.43228
51 C 2.64962 -2.69434 1.68030
52 C 2.62930 -1.21620 1.57649
53 C 3.00867 -0.76280 2.92221
54 C 3.13063 -1.83542 3.74047
55 C 2.90240 -3.04511 2.96303
56 H 2.50394 -3.38992 0.86622
57 H 3.13843 -0.76862 0.73247
58 H 3.15575 0.26765 3.21265
59 H 3.34932 -1.79544 4.80073
60 H 2.93294 -4.05717 3.34793
61 S -0.81278 1.53637 0.44698
62 C -0.40441 1.45944 -1.23090
63 N -1.14757 2.09882 -2.13237
64 N -0.90265 1.89655 -3.38489
65 C -1.69054 2.49638 -4.39063
66 C -1.36835 2.21435 -5.70956
67 C -2.12276 2.77106 -6.73134
68 C -3.19184 3.60511 -6.43735
69 C -3.50340 3.87690 -5.10976
70 C -2.76035 3.32618 -4.07818
71 N 0.65063 0.74946 -1.69666
72 N 1.20920 -0.04088 -0.87055
73 C 2.37468 -0.64304 -1.49860
74 C 3.30806 0.18307 -2.10572
75 C 4.43219 -0.36878 -2.70532
76 C 4.61887 -1.74348 -2.70307
77 C 3.67459 -2.56331 -2.09734
78 C 2.55605 -2.01385 -1.49237
79 H -0.18441 1.22564 -3.63999
80 H -0.53002 1.56277 -5.93516
81 H -1.86937 2.55240 -7.76067
82 H -3.77912 4.03971 -7.23570
83 H -4.33748 4.52583 -4.87263
84 H -2.99438 3.52483 -3.04094
85 H 3.15532 1.25509 -2.08886
86 H 5.16457 0.28013 -3.16932
87 H 5.49784 -2.17470 -3.16516
88 H 3.80829 -3.63767 -2.09497
89 H 1.80836 -2.64391 -1.03583

Cartesian forces, eV/Å:
-0.140 0.607 -0.411
-0.077 0.070 0.176
0.072 0.026 -0.091
-0.044 0.023 -0.068
-0.001 -0.064 0.021
-0.028 0.043 0.026
-0.184 -0.008 0.105
0.036 0.095 0.028
0.041 -0.396 -0.025
-0.060 0.114 0.610
-0.023 0.147 -0.582
0.132 0.100 0.267
-0.085 0.272 -0.195
0.111 -0.228 0.172
-0.046 -0.035 0.028
0.076 -0.289 0.162
-0.117 0.427 -0.087
-0.061 -0.374 0.456
0.185 0.446 -0.062
-0.103 -0.025 -0.115
-0.349 -0.553 -0.013
0.346 0.015 0.214
-0.003 0.048 -0.119
-0.070 0.024 -0.071
-0.057 -0.111 0.054
-0.054 -0.037 0.059
-0.008 0.009 -0.086
-0.075 0.013 0.046
-0.074 -0.035 -0.029
0.047 0.073 -0.008
-0.003 -0.013 0.014
0.244 -0.078 0.108
-0.022 -0.030 0.034
-0.018 -0.039 -0.025
0.029 -0.006 -0.033
0.007 0.003 0.006
-0.009 0.013 -0.008
0.014 0.041 -0.053
-0.006 -0.016 -0.010
0.017 0.012 -0.020
-0.002 -0.013 0.015
-0.057 -0.029 -0.010
0.014 -0.052 0.052
-0.006 0.011 0.017
-0.005 -0.003 0.040
0.042 -0.027 0.051
0.050 -0.013 -0.011
0.007 -0.020 -0.009
0.007 -0.005 -0.010
0.078 0.042 0.050
-0.008 0.324 -0.160
-0.534 -0.196 -0.110
-0.015 -0.052 -0.221
-0.090 -0.313 0.055
0.042 0.136 0.286
-0.056 0.045 -0.002
0.169 0.059 -0.020
-0.076 -0.014 -0.005
-0.003 -0.034 -0.086
0.034 0.067 -0.006
0.451 -0.579 0.080
-0.381 0.308 -0.530
0.253 -0.147 0.395
-0.228 0.311 -0.183
0.249 -0.172 0.269
0.008 -0.018 -0.177
0.032 -0.021 -0.002
0.001 -0.007 0.040
-0.004 -0.008 -0.001
-0.020 0.035 0.060
-0.286 -0.080 0.172
0.753 -0.025 -0.854
-0.162 0.224 0.255
0.111 0.110 -0.030
-0.030 0.033 0.008
-0.043 -0.009 0.031
0.015 0.003 0.001
0.064 -0.129 0.097
0.023 0.002 -0.064
-0.041 0.031 0.005
-0.008 -0.001 0.014
0.013 -0.007 0.021
0.025 -0.023 -0.005
0.002 -0.002 -0.051
0.014 -0.022 -0.015
-0.022 -0.015 0.018
-0.029 0.010 0.007
-0.005 0.018 0.001
0.011 -0.020 0.045

Question: total charge of number 2 (C41H37N7O2STi)?
Answer: 0

Question: What is the total charge in the first record?
Answer: -1

What did the first record say?
# C6H17BO4PS

A cluster of 2 separate species, C6H17BO4PS in total (ωB97M-V with the def2-TZVPD basis set, the OMol25 dataset).

- 2S+1 = 1
- total charge = -1
- orbital gap (eV) = 6.5
- HOMO (eV) = -4.12

Positions of all 30 atoms, in Å:
1 C -1.08500 -1.36380 0.54613
2 C -0.44632 0.02641 0.60667
3 P 1.29495 -0.04173 1.27209
4 C 1.06771 1.01214 2.78981
5 C 2.27393 1.13450 0.17815
6 O 3.60239 0.72232 0.11568
7 B 4.10988 0.89602 -1.26523
8 S 4.64196 -0.84488 -2.02366
9 O 2.94394 1.46526 -2.00483
10 C 1.80222 1.26832 -1.27495
11 O 0.90433 2.37236 -1.34587
12 H -0.58114 -1.98400 -0.19604
13 H -1.00619 -1.86779 1.51200
14 H -2.14177 -1.29483 0.27965
15 H -1.04851 0.67851 1.24221
16 H -0.46506 0.48226 -0.38314
17 H 1.36352 2.04541 2.60370
18 H 1.67246 0.62115 3.60796
19 H 0.02479 1.01103 3.10606
20 H 2.19986 2.13356 0.63550
21 H 5.08239 1.62942 -1.34797
22 H 4.03633 -1.64470 -1.13793
23 H 1.26820 0.37164 -1.63736
24 H 0.48734 2.34079 -2.21846
25 C -5.42610 -2.17421 -0.76904
26 O -4.56982 -1.14707 -0.30079
27 H -4.78820 -2.92208 -1.23524
28 H -5.98090 -2.65158 0.04429
29 H -6.13644 -1.81035 -1.51754
30 H -5.10075 -0.46410 0.11816

Cartesian forces, eV/Å:
-0.022 0.157 0.029
-0.117 0.051 -0.115
-0.003 -0.095 -0.106
0.153 -0.031 0.029
-0.178 0.036 0.188
0.135 -0.122 -0.004
-0.349 0.422 0.129
0.221 -0.253 -0.128
0.180 0.118 -0.042
0.079 -0.154 0.084
-0.218 -0.065 -0.281
0.039 -0.056 0.032
0.000 -0.056 -0.014
0.030 -0.050 -0.017
-0.003 0.041 0.027
0.063 0.007 0.022
-0.010 0.032 -0.011
0.025 0.054 0.014
-0.024 -0.087 0.034
-0.041 0.067 -0.098
-0.051 -0.099 -0.098
-0.097 0.032 0.053
0.009 -0.025 0.059
0.223 0.064 0.221
0.034 -0.002 -0.001
-0.100 0.030 0.003
-0.015 -0.012 -0.003
0.004 0.000 0.005
0.004 0.005 -0.004
0.026 -0.011 -0.009

Question: What is the 2S+1 in the second record?
Answer: 1